Entry from the Open Molecules 2025 dataset: a 7-piece molecular cluster, C36H73ClN3O9 overall (wB97M-V/def2-TZVPD).

Total charge: +1
Orbital gap (Ha): 0.3283
Multiplicity: 1
Strongest force on any atom (eV/A): 0.500
Energy (hartree): -2716.69940
HOMO (eV): -10.976

Geometry as XYZ:
```
122
Properties=species:S:1:pos:R:3:forces:R:3
C -2.63197 -1.67079 -0.04268 -0.26 -0.11 0.08
C -1.36147 -1.41338 0.26575 0.03 -0.08 -0.05
N -0.33268 -2.37612 0.40640 -0.37 0.32 -0.10
C -0.77589 -3.74638 0.46814 0.26 -0.32 0.13
C -0.92089 -4.39377 -0.92886 -0.30 -0.24 0.12
Cl -2.52758 -5.09846 -1.17889 0.03 0.11 -0.18
N -0.68662 -3.33046 -1.96064 0.05 -0.19 0.18
O -0.84334 -3.84997 -3.24621 -0.01 0.09 -0.10
C 0.74091 -2.84630 -1.80778 0.27 -0.08 0.12
C 1.27151 -2.06745 -3.00584 0.07 -0.01 -0.14
C 0.63950 -0.72524 -3.40703 0.01 0.23 -0.01
C -0.82978 -0.53566 -3.06818 -0.27 0.06 -0.09
N -1.36914 0.68067 -3.68214 0.25 -0.28 0.22
C 0.86940 -2.15459 -0.40278 0.20 0.03 0.36
O 1.09179 -0.79335 -0.53672 0.06 -0.09 0.07
C 2.42127 -0.32669 -0.25634 0.11 0.16 0.12
C 2.77727 -0.17804 1.22672 0.01 0.19 -0.01
C 1.58933 0.23216 2.09219 0.03 -0.26 -0.18
O 3.35277 -1.36764 1.77982 -0.31 -0.30 0.00
H -3.34099 -0.85569 -0.08736 0.03 0.03 0.05
H -3.03276 -2.66809 -0.20870 0.04 0.17 0.04
H -1.05549 -0.39705 0.45465 0.19 0.10 -0.05
H -0.10846 -4.36146 1.07977 0.02 0.09 -0.22
H -1.75225 -3.78111 0.94809 0.19 0.04 0.11
H -0.20203 -5.18670 -1.13210 -0.02 0.12 -0.01
H -1.34635 -2.55185 -1.77494 0.02 0.07 -0.16
H -1.76300 -3.68083 -3.51022 0.01 -0.10 0.09
H 1.30837 -3.78279 -1.76711 -0.08 0.06 -0.06
H 1.27071 -2.74580 -3.86170 -0.03 0.02 0.11
H 2.32949 -1.90411 -2.76630 -0.12 -0.03 -0.06
H 0.74352 -0.60557 -4.49138 0.06 -0.07 0.11
H 1.20559 0.09226 -2.94813 -0.14 -0.08 -0.02
H -1.41202 -1.37971 -3.47722 0.05 0.07 0.04
H -0.97500 -0.51950 -1.97821 0.16 -0.02 -0.25
H -2.07938 1.06061 -3.06507 -0.07 0.09 -0.16
H -0.62630 1.36380 -3.77836 -0.11 0.09 0.07
H 1.72176 -2.62583 0.10841 -0.22 -0.03 -0.02
H 3.15996 -0.96752 -0.76237 -0.06 0.06 0.08
H 2.48243 0.65416 -0.73223 -0.07 -0.08 0.08
H 3.53932 0.60757 1.27251 -0.07 -0.10 -0.16
H 0.92278 0.91203 1.55780 0.09 0.08 0.10
H 1.93070 0.70616 3.01279 -0.01 -0.04 -0.08
H 1.00895 -0.65425 2.36002 -0.01 0.07 -0.04
H 3.67108 -1.94241 1.07634 0.21 0.23 0.06
C -5.05146 3.61678 -0.86342 0.05 0.00 0.02
C -4.11994 4.22039 -1.91267 -0.07 -0.07 -0.01
C -2.97960 3.21345 -1.92050 0.11 0.05 0.05
O -3.55300 1.93878 -1.60218 0.09 0.10 -0.07
C -4.89716 2.12655 -1.13186 -0.09 -0.12 0.03
H -6.08383 3.95163 -0.95100 0.00 0.00 -0.02
H -4.69846 3.85946 0.14092 0.00 -0.01 0.02
H -4.61337 4.24038 -2.88631 0.01 0.00 0.00
H -3.78575 5.22960 -1.67856 0.00 -0.01 0.02
H -2.22648 3.45290 -1.16208 0.00 0.05 -0.01
H -2.48512 3.15035 -2.89143 0.00 0.01 -0.01
H -5.59135 1.78843 -1.90855 -0.01 0.03 -0.01
H -5.04831 1.51635 -0.24254 0.00 -0.02 0.00
C -8.32808 0.71288 3.13662 0.00 0.01 0.02
C -8.95276 1.31334 1.87901 0.00 -0.03 -0.01
C -7.72166 1.80595 1.13188 0.02 0.04 0.02
O -6.65794 0.91257 1.47848 0.02 -0.02 0.00
C -7.05730 0.08813 2.57766 0.01 0.00 0.01
H -8.96632 -0.01325 3.63718 -0.01 0.00 -0.01
H -8.08169 1.50123 3.85062 0.00 0.00 0.00
H -9.46169 0.53829 1.30260 0.00 0.00 0.00
H -9.66557 2.11061 2.08206 0.01 0.00 0.01
H -7.44620 2.81909 1.44423 -0.03 0.01 -0.01
H -7.84855 1.80065 0.04798 0.03 -0.01 -0.01
H -7.24190 -0.92767 2.21244 -0.01 0.00 0.01
H -6.24147 0.05286 3.30220 0.00 0.00 -0.02
C 0.63341 -8.76390 1.55825 -0.01 -0.01 0.01
C -0.55686 -8.80806 0.60126 0.01 0.04 -0.02
C -1.42197 -7.68080 1.14571 0.04 0.05 0.00
O -0.51322 -6.70009 1.66885 0.07 0.05 -0.07
C 0.79878 -7.26630 1.77511 0.01 -0.04 0.04
H 1.53310 -9.23017 1.16067 -0.01 0.00 -0.01
H 0.37950 -9.25744 2.49769 0.00 0.01 0.01
H -0.23135 -8.58762 -0.41890 -0.01 0.00 0.01
H -1.07514 -9.76495 0.59164 0.01 0.00 0.01
H -2.07981 -8.03525 1.94445 0.03 0.03 0.03
H -2.02205 -7.17732 0.39173 -0.13 -0.20 -0.03
H 1.44243 -6.82705 1.00242 0.02 0.00 -0.01
H 1.21284 -7.01244 2.75064 -0.01 0.01 0.01
C -1.62282 2.76576 4.87119 0.00 0.03 0.00
C -2.92996 2.02933 4.59051 0.00 -0.02 0.02
C -2.75576 1.64734 3.12816 0.01 -0.02 -0.03
O -1.35189 1.44862 2.92707 0.01 0.01 0.00
C -0.62837 1.94728 4.05908 -0.07 -0.02 0.02
H -1.36396 2.80861 5.92771 0.00 0.00 0.00
H -1.67386 3.78765 4.48990 0.00 0.00 0.00
H -2.99921 1.13356 5.21132 0.00 0.00 0.00
H -3.82026 2.63313 4.76112 0.02 0.01 0.00
H -3.09784 2.44637 2.46384 -0.05 0.03 -0.02
H -3.28162 0.72963 2.86412 -0.01 -0.03 -0.06
H -0.24753 1.09868 4.63675 0.02 0.01 0.02
H 0.21911 2.53653 3.70820 0.01 -0.02 -0.04
C 7.51864 0.74249 -0.81942 -0.01 -0.05 -0.01
C 6.90404 1.35259 -2.07704 0.01 0.08 0.01
C 5.42700 1.04661 -1.87686 0.04 0.00 0.00
O 5.20358 1.05733 -0.46366 -0.07 -0.06 -0.08
C 6.46224 1.06932 0.22568 0.04 0.03 0.03
H 8.49319 1.15768 -0.56997 0.00 0.02 -0.01
H 7.62451 -0.33921 -0.93035 0.00 0.00 0.01
H 7.07136 2.43057 -2.08645 0.03 0.01 -0.03
H 7.29760 0.93703 -3.00333 0.00 -0.02 0.01
H 5.17190 0.05421 -2.27156 0.00 0.00 -0.01
H 4.76881 1.78295 -2.34222 -0.01 0.00 0.01
H 6.62207 2.06436 0.65187 0.01 0.00 -0.01
H 6.41857 0.34561 1.04039 -0.03 0.00 0.01
C 6.26780 6.63608 -1.14751 0.00 0.01 0.01
C 7.01769 7.06280 -2.40761 -0.02 -0.01 -0.01
C 8.21075 6.11730 -2.38737 0.03 0.01 0.00
O 7.75128 4.90797 -1.77401 -0.04 -0.04 0.03
C 6.47777 5.12835 -1.16561 -0.01 -0.01 -0.04
H 5.21444 6.91248 -1.15019 0.00 0.00 -0.01
H 6.73421 7.07335 -0.26265 0.00 0.00 0.00
H 6.40381 6.88245 -3.29255 0.00 0.00 0.00
H 7.31446 8.11020 -2.40616 0.00 0.00 0.01
H 9.03185 6.52738 -1.79118 0.00 0.01 0.00
H 8.59017 5.88167 -3.38186 0.00 -0.01 0.01
H 5.70675 4.62997 -1.76618 -0.03 0.01 0.03
H 6.47977 4.68278 -0.16938 0.01 -0.01 0.00
```
Positions in Å, forces in eV/Å.